88
Properties=species:S:1:pos:R:3:mulliken_spin:R:1 method="wB97M-V/def2-TZVPD" homo_energy_ev="-8.79 / -9.26" spin_multiplicity=6 e_tot_ev=-112004.0230 total_charge=0 homo_lumo_gap_ev="7.255 / 7.718"
Mn 9.011 13.930 -7.011 4.8703
N 8.738 15.784 -9.842 0.0108
O 9.637 15.600 -10.650 0.0015
O 8.630 14.953 -8.925 -0.0543
O 8.068 16.773 -9.769 0.0047
C 11.974 19.838 -8.597 -0.0001
N 10.578 20.080 -9.099 0.0001
C 10.464 19.427 -10.466 0.0006
C 9.563 19.344 -8.225 -0.0005
C 10.093 21.518 -9.147 0.0000
C 11.000 22.605 -9.739 0.0000
O 12.104 22.719 -8.876 0.0000
H 12.604 20.351 -9.323 0.0000
H 12.263 18.787 -8.620 0.0001
H 11.996 20.347 -7.634 -0.0001
H 11.162 19.929 -11.136 -0.0001
H 9.442 19.592 -10.805 -0.0004
H 10.506 18.350 -10.301 -0.0001
H 9.683 18.272 -8.379 0.0010
H 8.609 19.726 -8.588 -0.0004
H 9.774 19.597 -7.186 0.0000
H 9.939 21.691 -8.082 0.0000
H 9.165 21.466 -9.716 0.0000
H 10.363 23.487 -9.668 0.0000
H 11.489 22.548 -10.711 0.0000
H 11.740 22.915 -8.009 0.0000
C 5.017 15.475 -8.848 -0.0012
N 4.020 16.584 -9.042 -0.0001
C 2.651 16.019 -8.482 0.0000
C 4.281 17.845 -8.125 -0.0002
C 3.887 17.051 -10.454 0.0000
C 5.227 17.329 -11.202 -0.0001
O 6.167 18.231 -10.712 0.0002
H 5.035 14.646 -9.556 0.0000
H 4.770 15.008 -7.895 -0.0001
H 5.990 15.939 -8.683 0.0007
H 2.809 15.620 -7.480 0.0000
H 2.160 15.242 -9.069 0.0000
H 1.874 16.774 -8.363 0.0000
H 5.215 18.287 -8.475 0.0000
H 4.374 17.482 -7.102 0.0000
H 3.423 18.515 -8.188 0.0000
H 3.310 17.966 -10.323 0.0000
H 3.393 16.262 -11.021 0.0000
H 4.970 17.696 -12.195 0.0000
H 5.677 16.356 -11.398 0.0000
H 6.928 17.703 -10.462 0.0011
C 11.105 16.578 -14.031 0.0000
N 10.475 17.706 -14.874 0.0000
C 11.486 18.797 -15.135 0.0000
C 9.976 17.174 -16.264 0.0000
C 9.239 18.324 -14.184 0.0000
C 8.209 17.422 -13.488 0.0005
O 7.731 16.418 -14.340 0.0000
H 11.116 17.076 -13.062 0.0001
H 12.131 16.402 -14.356 0.0001
H 10.466 15.696 -14.026 0.0000
H 10.855 19.516 -15.657 0.0000
H 12.346 18.359 -15.641 0.0000
H 11.814 19.280 -14.214 0.0000
H 10.873 16.607 -16.513 0.0000
H 9.857 17.896 -17.072 0.0000
H 9.114 16.507 -16.243 0.0000
H 8.805 18.989 -14.932 0.0000
H 9.730 18.923 -13.417 0.0001
H 7.376 18.071 -13.218 0.0000
H 8.714 16.981 -12.629 0.0005
H 7.302 16.857 -15.077 0.0000
B 6.830 16.030 -5.701 0.0127
F 7.100 16.273 -4.396 0.0004
F 7.510 14.913 -6.226 0.0122
F 5.452 15.898 -5.758 0.0003
F 7.143 17.090 -6.520 -0.0015
B 6.530 12.130 -8.261 0.0096
F 5.578 12.681 -7.458 -0.0017
F 7.836 12.676 -7.939 0.0232
F 6.539 10.763 -7.960 0.0011
F 6.156 12.359 -9.525 0.0003
B 11.271 16.462 -6.450 0.0112
F 10.255 15.536 -6.806 0.0305
F 11.978 16.116 -5.329 -0.0001
F 12.152 16.490 -7.508 0.0006
F 10.729 17.710 -6.290 0.0006
B 11.465 11.995 -7.563 0.0211
F 12.176 12.487 -6.567 0.0009
F 10.375 12.810 -7.929 0.0426
F 12.299 11.800 -8.681 0.0003
F 10.946 10.808 -7.244 0.0011



64
Properties=species:S:1:pos:R:3:lowdin_charge:R:1 method="wB97M-V/def2-TZVPD" homo_energy_ev=-12.82 e_tot_ev=-28524.0216 relative_energy_kcal_mol=183.1 total_charge=+1 homo_lumo_gap_ev=10.895
O 0.769 0.282 -0.111 0.1214
H -0.317 0.319 -0.456 0.1702
H 1.400 -0.112 -0.833 0.1388
H 0.693 -0.203 0.695 0.0504
C 2.039 3.931 -2.313 -0.0379
C 2.811 2.808 -1.634 -0.5298
C 2.872 2.837 -0.088 -0.0184
O 2.403 1.636 -2.168 -0.0706
H 2.008 3.622 -3.353 0.0880
H 2.362 4.885 -2.045 0.0650
H 0.978 4.018 -2.099 0.0673
H 3.875 3.020 -1.825 0.1412
H 3.369 2.088 0.468 0.0575
H 1.696 2.734 0.326 0.1392
H 3.181 3.685 0.206 -0.0074
H 2.889 1.502 -3.048 0.1608
C 2.770 -0.678 2.948 -0.0349
C 1.319 -0.711 3.327 -0.4744
C 0.716 0.724 3.612 -0.0213
O 0.544 -1.288 2.289 -0.0845
H 2.857 -0.615 1.870 0.0648
H 3.265 -1.515 3.342 0.0543
H 3.294 0.304 3.524 0.1613
H 1.037 -1.332 4.173 0.1380
H -0.302 0.544 3.686 0.0457
H 1.143 1.255 2.774 0.0556
H 1.235 1.261 4.482 0.1148
H -0.084 -1.867 2.715 0.0958
C -0.731 1.340 -2.828 -0.0118
C -2.004 0.796 -2.094 -0.4855
C -2.777 -0.143 -3.011 -0.0165
O -1.723 0.167 -0.957 -0.0582
H -1.201 1.929 -3.476 0.0275
H -0.002 0.607 -3.245 0.1052
H -0.149 2.188 -2.330 0.0875
H -2.541 1.610 -1.842 0.1130
H -2.332 -1.105 -3.275 0.0836
H -2.828 0.386 -4.029 0.1235
H -3.658 -0.509 -2.613 0.0427
H -2.603 -0.099 -0.530 0.1226
C 2.011 -3.477 0.227 -0.0099
C 1.699 -2.853 -1.204 -0.3426
C 0.245 -2.565 -1.272 -0.0651
O 2.459 -1.569 -1.170 -0.0638
H 3.000 -3.341 0.572 0.0787
H 1.661 -4.470 0.221 0.0826
H 1.534 -2.897 0.817 -0.0314
H 2.031 -3.635 -1.857 0.1310
H -0.498 -3.450 -1.526 0.1529
H -0.031 -1.885 -2.118 0.0859
H -0.121 -1.931 -0.554 0.0046
H 3.385 -1.694 -1.222 0.0849
C -2.783 -1.579 1.469 -0.0208
C -4.206 -0.832 1.407 -0.3385
C -4.236 0.566 2.203 -0.0469
O -4.451 -0.445 0.033 -0.0059
H -2.659 -1.889 2.492 0.0799
H -1.930 -1.183 1.269 -0.0535
H -2.659 -2.402 0.621 0.1420
H -4.923 -1.394 1.786 0.0787
H -4.251 0.637 3.403 0.1110
H -5.116 1.236 2.139 0.0695
H -3.164 0.960 1.951 0.0954
H -5.268 -0.211 0.079 -0.0031



74
Properties=species:S:1:pos:R:3:lowdin_charge:R:1 method="wB97M-V/def2-TZVPD" homo_energy_ev=-4.01 e_tot_ev=-56748.3077 total_charge=-1 homo_lumo_gap_ev=5.935
O 9.690 -1.757 1.214 -0.0522
O 9.473 -0.369 0.955 -0.1557
C 8.251 -0.274 0.234 -0.1930
C 7.105 -0.128 1.220 -0.3329
C 5.676 0.078 0.606 -0.1991
O 4.959 -1.107 0.825 -0.1390
B 6.042 -2.123 1.096 -0.6005
O 6.944 -1.316 1.978 -0.0992
H 8.972 -1.959 1.846 0.0858
H 8.104 -1.132 -0.419 0.1025
H 8.321 0.611 -0.412 0.1250
H 7.403 0.674 1.906 0.1398
H 5.754 0.345 -0.459 0.1156
H 5.189 0.882 1.171 0.1087
H 6.553 -2.350 -0.020 0.0652
H 5.671 -3.168 1.609 0.0492
O 2.748 2.048 -1.195 -0.2758
P 1.298 2.164 -0.946 0.5912
N 1.131 3.544 0.039 -0.3145
C 0.393 3.631 1.280 -0.1272
C 1.874 4.728 -0.350 -0.1361
N 0.908 0.733 -0.148 -0.2996
C -0.042 0.626 0.937 -0.1529
C 1.951 -0.296 -0.030 -0.1005
N -0.235 2.256 -1.703 -0.2767
C -0.441 1.202 -2.718 -0.1234
C -0.553 3.551 -2.330 -0.1349
H -0.622 3.238 1.186 0.0633
H 0.284 4.676 1.575 0.0747
H 0.895 3.109 2.100 0.0780
H 1.310 5.365 -1.049 0.0635
H 2.811 4.453 -0.835 0.0700
H 2.128 5.333 0.521 0.0767
H 0.386 0.927 1.903 0.0750
H -0.373 -0.410 1.031 0.0639
H -0.944 1.204 0.742 0.0539
H 2.662 -0.106 0.777 0.0775
H 2.516 -0.390 -0.952 0.0752
H 1.476 -1.262 0.155 0.0807
H 0.242 1.307 -3.570 0.0824
H -1.467 1.248 -3.084 0.0723
H -0.295 0.221 -2.273 0.0710
H 0.215 3.891 -3.034 0.0843
H -0.695 4.318 -1.570 0.0658
H -1.495 3.463 -2.874 0.0736
O -2.729 -0.701 -0.480 -0.2736
P -3.889 -1.418 0.082 0.5945
N -3.966 -2.894 -0.741 -0.3127
C -5.123 -3.466 -1.394 -0.1235
C -2.716 -3.629 -0.887 -0.1168
N -5.190 -0.393 -0.327 -0.3090
C -6.504 -0.831 -0.745 -0.1433
C -4.845 0.891 -0.928 -0.1281
N -4.611 -1.909 1.541 -0.2811
C -4.649 -0.832 2.556 -0.1196
C -4.006 -3.099 2.174 -0.1208
H -6.002 -3.478 -0.747 0.0661
H -4.926 -4.508 -1.648 0.0791
H -5.378 -2.945 -2.323 0.0763
H -2.527 -4.298 -0.037 0.0700
H -1.869 -2.945 -0.965 0.0723
H -2.725 -4.233 -1.794 0.0804
H -6.534 -1.125 -1.801 0.0730
H -7.223 -0.018 -0.610 0.0769
H -6.863 -1.657 -0.133 0.0669
H -4.618 0.809 -1.998 0.0836
H -3.985 1.335 -0.435 0.0680
H -5.685 1.580 -0.806 0.0762
H -3.647 -0.535 2.883 0.0861
H -5.211 -1.174 3.425 0.0774
H -5.155 0.044 2.156 0.0722
H -2.925 -3.007 2.317 0.0898
H -4.208 -3.988 1.580 0.0699
H -4.466 -3.256 3.150 0.0780